DFT (ωB97M-V with the def2-TZVPD basis set) results for a structure of composition C26H25CdN6O4S5.

Last column: Löwdin charge in e.
Element x y z (Å)
Cd: 1.04 0.20 -0.86  1.099
C: 0.84 0.90 5.53  -0.103
C: -0.34 0.51 4.64  -0.320
N: -0.50 1.38 3.49  -0.049
C: 0.32 1.32 2.39  -0.883
S: 1.21 -0.09 2.03  0.531
N: 0.31 2.45 1.70  -0.056
N: 0.91 2.38 0.49  -0.056
C: 1.39 3.46 -0.01  -0.288
C: 1.42 4.77 0.73  -0.047
C: 1.95 3.40 -1.38  -0.235
C: 2.53 4.52 -1.98  -0.028
C: 3.03 4.41 -3.26  -0.072
C: 2.95 3.19 -3.92  -0.051
C: 2.34 2.13 -3.26  -0.148
N: 1.86 2.24 -2.03  0.035
H: 0.91 0.23 6.39  0.066
H: 0.73 1.92 5.90  0.066
H: 1.76 0.83 4.96  0.057
H: -1.27 0.54 5.21  0.099
H: -0.21 -0.50 4.27  0.067
H: -0.82 2.32 3.67  0.116
H: 1.04 4.62 1.73  0.054
H: 0.81 5.52 0.22  0.081
H: 2.44 5.16 0.78  0.078
H: 2.58 5.46 -1.45  0.095
H: 3.49 5.26 -3.74  0.102
H: 3.33 3.06 -4.92  0.103
H: 2.23 1.16 -3.73  0.062
O: 4.64 -2.90 -6.00  -0.114
C: 4.03 -2.31 -5.13  -1.066
S: 2.30 -1.99 -5.18  0.899
C: 2.11 -1.36 -3.54  -1.217
C: 3.22 -1.35 -2.77  -1.223
S: 3.44 -0.81 -1.12  0.338
S: 4.69 -1.97 -3.53  0.903
S: 0.49 -0.80 -3.18  0.350
O: -2.82 -6.07 0.09  -0.063
C: -1.54 -6.05 -0.51  -0.211
C: -0.92 -4.69 -0.37  -0.188
C: 0.44 -4.53 -0.58  -0.003
C: 0.98 -3.25 -0.53  -0.131
N: 0.25 -2.18 -0.26  0.014
C: -1.05 -2.33 -0.02  -0.228
C: -1.68 -3.57 -0.08  0.043
C: -1.82 -1.09 0.29  -0.206
C: -2.99 -1.14 1.03  0.043
C: -3.67 0.03 1.32  -0.194
C: -4.90 0.00 2.20  -0.212
O: -4.69 -0.73 3.40  -0.057
C: -3.17 1.22 0.83  -0.008
C: -1.99 1.19 0.11  -0.150
N: -1.32 0.07 -0.15  0.055
H: -3.25 -6.90 -0.13  0.084
H: -1.61 -6.29 -1.58  0.130
H: -0.88 -6.80 -0.04  0.122
H: 1.08 -5.37 -0.81  0.116
H: 2.03 -3.06 -0.73  0.063
H: -2.74 -3.67 0.08  0.111
H: -3.35 -2.08 1.42  0.123
H: -5.72 -0.50 1.69  0.126
H: -5.21 1.03 2.42  0.114
H: -3.84 -0.46 3.77  0.087
H: -3.65 2.17 1.04  0.113
H: -1.54 2.11 -0.25  0.094
O: -2.35 1.67 -3.31  0.010
C: -1.29 2.01 -3.46  -0.044

The calculation puts the electronic energy at -103242.852 eV. As for the energy above the lowest of the compared OMol25 structures with the same formula, charge and spin: 0.00 kJ/mol. For the highest occupied orbital energy, the calculation gives -3.52 eV. As for the total charge: -1.